1.
DFT (wB97M-V/def2-TZVPD) results for a 11-piece molecular cluster, C5H30NO10 overall at a distorted geometry.

Structure (XYZ):
```
46
Properties=species:S:1:pos:R:3:forces:R:3
C -3.790609 -1.147258 1.727774 -1.8 -0.9 0.8
C -3.018785 0.148423 1.902459 0.4 -0.6 0.7
C -1.649353 0.008676 1.318657 0.0 1.9 -1.3
C -0.481763 -0.098192 1.928483 0.0 -1.7 0.4
N 0.739254 -0.057471 1.141316 -1.6 -0.3 1.3
C 1.503803 -1.021728 0.834641 0.6 0.0 0.3
H -4.040569 -1.456952 0.709516 0.6 0.5 -0.3
H -4.800261 -1.062368 2.152281 0.1 0.3 0.1
H -3.431390 -2.046771 2.234786 0.7 0.3 0.0
H -2.871142 0.485229 2.933658 -0.4 -0.7 0.3
H -3.646190 0.937036 1.489957 0.5 0.2 -0.6
H -1.598052 0.238029 0.252855 0.1 -0.3 0.0
H -0.361485 -0.412773 2.958965 0.1 0.3 0.1
H 0.764742 0.858249 0.750976 1.3 0.7 -0.8
H 1.374441 -2.034244 1.216523 -0.4 0.2 0.1
H 2.418594 -0.814454 0.298832 -0.1 0.1 -0.3
H -1.174721 2.988222 2.139729 0.2 -0.2 -0.3
H -1.802413 4.278502 1.788386 -0.2 0.5 -0.1
O -1.082259 3.712069 1.506793 -0.3 -0.2 0.7
H 0.620839 -2.353639 -1.680054 0.0 -0.2 0.2
H 0.413350 -0.891448 -1.671339 -0.1 0.5 0.5
O 0.293146 -1.656064 -1.089601 0.2 -0.4 -0.9
H 1.477164 -1.237244 -3.636874 0.4 0.3 -0.4
H 2.310077 -2.480955 -4.138845 0.2 0.3 -0.1
O 1.477271 -2.184455 -3.771511 -0.6 -0.5 0.5
H 2.434007 2.838175 2.041236 -0.1 0.8 0.9
H 0.953211 3.078758 2.796864 0.9 0.9 0.3
O 1.510319 2.631648 2.167448 -0.7 -1.7 -1.4
H 0.256431 -4.311583 0.795063 0.9 -0.1 0.0
H -0.435254 -3.471057 1.659342 0.1 0.6 0.5
O 0.488756 -3.739361 1.547025 -1.0 -0.6 -0.5
H 1.217654 1.624312 -1.945113 -0.3 -0.6 0.5
H 2.213603 0.722450 -1.226051 0.0 -0.1 0.1
O 1.276639 0.955746 -1.216431 0.6 0.4 -0.6
H 4.131529 0.023787 -2.306402 0.1 -0.4 -0.4
H 4.797623 -1.287118 -1.718266 -0.2 0.0 -0.4
O 4.701577 -0.336441 -1.626599 0.0 0.4 0.8
H -0.674048 4.080617 -1.021022 -0.1 -0.1 -0.3
H 0.304452 3.478496 -0.114861 0.2 -0.4 0.1
O -0.042747 3.351151 -1.006013 0.0 0.5 -0.2
H 0.364114 2.521210 -3.548061 0.1 0.2 -0.1
H 1.898720 2.490169 -3.718552 -0.1 0.3 -0.3
O 1.115143 1.932941 -3.690331 0.1 -0.1 0.0
H -2.700611 -3.133516 0.079191 -0.1 0.0 -0.3
H -1.671750 -2.896349 -1.065825 -0.1 0.2 0.1
O -1.783075 -3.252459 -0.180984 -0.1 -0.3 0.4
```
Forces are in eV/Å.

The value obtained for the energy above the lowest of the compared OMol25 structures with the same formula, charge and spin is 365.1 kJ/mol. For the frontier orbital gap, the calculation gives 10.56 eV. Its spin multiplicity is 1. Its net charge is +1.


2.
DFT (wB97M-V/def2-TZVPD) results for C3H2N2S in the gas phase at a distorted geometry.

Structure (XYZ):
```
8
Properties=species:S:1:pos:R:3:forces:R:3
N -0.293337 2.321309 -0.222449 -0.4 3.6 -2.1
C 0.215198 1.450692 0.277189 -2.8 -1.8 1.9
C 0.161572 0.180007 0.890534 8.0 -2.2 -5.7
N 0.052909 -1.018504 -0.004715 -2.7 1.3 -1.5
C -0.595349 -1.152089 -1.048901 2.1 -0.7 1.3
S -1.007620 -1.688898 -2.454391 -0.6 0.3 -0.1
H 0.030602 -0.246177 1.767963 -1.4 -0.1 4.8
H 1.436024 0.153660 0.794771 -2.4 -0.4 1.3
```
Forces are in eV/Å.

Its structure (SMILES) is N#CCN=C=S. The value obtained for the energy above the lowest of the compared OMol25 structures with the same formula, charge and spin is 212.5 kJ/mol. For the frontier orbital gap, the calculation gives 9.32 eV. Its spin multiplicity is 1.